1.
Computed, not measured: a structure of composition C43H49N2O5PSSbSr, with ωB97M-V/def2-TZVPD.

Its spin multiplicity is 1. The value obtained for the HOMO energy is -4.7 eV. The energy above the lowest of the compared OMol25 structures with the same formula, charge and spin comes out at 8.2 kcal per mole. As for the charge: -1. The calculation puts the calculated total energy at -3164.39619 Eh.

Structure (XYZ):
```
103
Properties=species:S:1:pos:R:3:forces:R:3:lowdin_charge:R:1
C -2.68336 0.39690 6.19879 -0.019 -0.005 0.002 -0.096
H 1.37354 3.77731 1.76939 -0.014 0.006 -0.003 0.115
C 1.47547 -4.35254 3.62100 0.032 -0.049 -0.046 -0.084
C -5.53717 -2.32803 1.60635 -0.016 -0.003 -0.013 -0.081
H 5.46768 -0.34000 -3.20099 -0.017 -0.002 0.003 0.056
H 4.74111 -0.18585 4.30748 -0.006 0.001 0.005 0.095
C 1.93044 2.45592 -4.26480 -0.044 -0.005 -0.024 -0.156
H -3.18965 2.95406 -1.94857 0.020 0.009 0.006 0.119
C -0.48014 -2.46466 2.90401 -0.048 0.025 -0.121 -0.304
H 0.83703 -0.26629 -4.53427 0.021 -0.022 0.022 0.054
H 1.82918 1.62583 -4.96580 0.014 0.020 0.028 0.056
H 5.96178 0.70998 0.36290 -0.006 -0.001 0.002 0.079
C -0.89093 0.82160 4.13328 -0.039 0.039 0.094 -0.087
C 2.15089 1.84782 2.26709 -0.001 0.054 0.006 -0.175
C -0.83163 1.61154 5.27142 -0.016 -0.024 -0.032 -0.075
O 1.14325 -0.21390 1.65394 -0.073 -0.033 -0.195 -0.246
O -1.52752 -2.47203 0.12372 -0.119 -0.067 -0.033 -0.476
C 1.28326 -1.18522 -4.14928 -0.070 0.024 -0.041 -0.159
O -0.39351 -4.61737 -0.25795 0.079 -0.023 0.035 -0.295
H -5.21581 1.93773 -2.07637 -0.012 -0.005 -0.001 0.099
C 3.06510 2.22981 -3.26950 0.034 0.063 -0.113 -0.593
H -0.20203 0.99440 3.31664 0.012 -0.020 -0.026 0.071
C 0.94318 -3.50314 4.57457 -0.041 0.050 0.039 -0.085
H -0.42434 -1.91639 4.97584 0.010 -0.020 0.010 0.098
H -0.08417 2.39263 5.34077 -0.003 -0.001 0.007 0.102
H 4.92042 2.29937 4.21660 0.001 -0.004 0.004 0.083
C -3.65079 -1.51997 -2.77572 -0.032 0.043 0.001 -0.018
H -2.71075 -3.60444 3.89891 0.007 0.002 0.003 0.105
H -5.64110 -2.21328 -3.01094 -0.001 0.001 -0.001 0.094
H 2.93388 -1.35653 3.09864 0.010 0.004 0.014 0.107
H 3.49818 4.34980 -3.07871 -0.002 -0.008 -0.016 0.072
C -5.60780 -0.10649 -2.55428 0.002 0.025 0.005 -0.136
H 3.13042 -3.08395 -3.77505 -0.009 0.006 -0.008 0.076
S -0.28882 -3.25758 0.19916 -0.058 -0.171 0.057 0.420
O 0.81930 -2.48955 -0.38793 0.002 -0.060 -0.082 -0.434
C -0.02517 -2.57560 4.21661 0.038 -0.025 0.031 -0.084
C -3.50814 -3.23335 3.26568 -0.035 0.009 -0.010 -0.090
H -1.50867 4.16227 -1.45166 -0.007 0.002 0.022 0.108
H -0.22310 4.43088 0.63537 0.011 0.001 -0.021 0.106
H 4.26206 0.91761 0.78228 -0.006 -0.032 -0.021 0.044
C 0.08269 -3.32214 1.94755 0.043 -0.052 0.084 -0.249
H -1.69188 2.01687 7.19816 -0.001 -0.002 0.000 0.094
H 0.58316 -1.57846 -3.41102 -0.003 -0.001 0.027 0.057
H -6.31462 -1.98241 0.93668 0.001 0.000 -0.001 0.100
N 0.19955 2.36231 0.86808 0.016 -0.027 0.008 -0.004
C 4.62185 0.15803 -1.23954 0.071 0.004 -0.078 -0.567
C 4.12687 1.78634 3.68998 -0.039 0.014 -0.009 -0.130
H -6.68276 0.01190 -2.59030 0.002 0.000 0.001 0.081
C 1.03976 -4.25987 2.30889 -0.003 0.016 0.046 -0.059
H 1.32968 -1.90591 -4.97316 0.008 0.004 -0.002 0.076
C -2.76387 -0.43700 -2.48330 0.098 0.033 -0.007 -0.414
H 2.10562 3.36512 -4.85081 0.019 0.000 0.004 0.072
H 6.66364 -0.06634 -1.93150 -0.012 -0.008 0.010 0.074
H -6.69110 -3.96731 2.37151 0.000 0.001 0.002 0.095
C -1.82774 -0.21020 4.02528 0.183 0.078 -0.033 -0.365
C 1.19569 2.70385 1.59281 0.016 -0.052 -0.019 -0.133
C 4.01750 0.38551 3.73520 0.044 -0.028 -0.001 -0.108
C -4.72639 -3.89818 3.23249 0.042 0.020 -0.003 -0.089
H 3.35805 -0.61240 -4.32470 -0.004 0.009 -0.005 0.077
C -5.01062 -1.35598 -2.79896 0.000 -0.048 -0.012 -0.111
C 3.02045 -0.27615 3.06819 -0.008 -0.005 -0.061 -0.017
C 2.67353 -0.98350 -3.55343 0.049 -0.069 -0.028 -0.574
H -3.47786 -1.18759 4.99656 0.030 0.005 -0.018 0.097
H 4.54774 -0.88294 -0.91379 -0.008 -0.006 0.018 0.076
H 2.45847 3.71609 -1.80268 0.000 -0.009 -0.002 0.056
H -3.19327 -2.48485 -2.95353 -0.007 -0.009 -0.004 0.113
Sr -0.38109 -0.20573 -0.29713 0.149 0.513 -0.010 1.272
H 4.23331 -2.25813 -2.67845 0.016 0.023 0.012 0.052
H 5.05509 2.06956 -0.28640 0.002 -0.001 -0.009 0.059
C 5.69351 0.26372 -2.31985 0.030 -0.008 -0.007 -0.157
H 3.23414 3.57115 2.93431 0.004 0.001 0.003 0.101
C -0.63993 3.44354 0.38619 -0.041 0.000 0.049 -0.230
C -4.78642 0.95807 -2.26911 0.005 -0.024 -0.004 -0.086
C -5.74403 -3.44277 2.40582 -0.014 -0.005 0.000 -0.098
H 4.18288 3.37312 -1.77770 0.001 -0.012 -0.009 0.049
C -0.86224 3.33767 -1.11645 0.008 -0.008 -0.033 -0.237
H 0.96662 2.57402 -3.76038 0.007 -0.012 0.008 0.063
C 4.98377 1.00988 -0.02944 -0.017 0.050 0.075 -0.143
H -3.39484 0.23304 6.99929 0.004 0.006 0.004 0.096
C 3.18638 2.48606 2.97122 0.010 -0.012 -0.004 -0.084
C 3.19273 -2.31101 -3.00174 0.006 -0.007 0.019 -0.150
C -3.38990 0.82406 -2.19624 -0.017 0.041 0.012 -0.160
H 3.97162 1.96890 -3.82211 0.013 0.036 -0.010 0.073
H 1.27939 -3.55680 5.60289 -0.011 0.009 0.003 0.100
Sb 2.62342 0.53426 -2.00388 -0.056 -0.179 0.134 1.529
C -1.73013 1.39902 6.30915 0.002 0.010 0.007 -0.102
C -2.63005 2.00912 -1.85198 -0.039 -0.067 -0.062 -0.125
H -4.87546 -4.77902 3.84491 -0.002 -0.003 -0.001 0.097
C 3.31941 3.48087 -2.43565 0.000 0.027 0.038 -0.156
C -2.72969 -0.40645 5.06573 -0.086 -0.054 0.002 -0.087
P -1.72755 -1.16500 2.46153 -0.074 0.046 -0.053 1.094
H 2.58770 -2.65021 -2.15643 -0.003 0.021 -0.019 0.060
H -4.15252 -0.82120 0.98058 0.011 -0.002 0.012 0.103
C 2.04979 0.41797 2.27850 -0.025 0.032 0.052 -0.425
H 2.22737 -5.08202 3.89559 0.001 -0.002 -0.019 0.099
C -3.29624 -2.10373 2.47791 0.003 -0.100 0.048 -0.368
H 5.82164 1.29798 -2.65008 -0.022 0.012 0.009 0.064
O -1.49852 -0.59832 -2.48583 0.003 -0.036 0.205 -0.224
C -4.31833 -1.66721 1.63944 0.001 0.032 -0.028 -0.087
N -1.42142 2.04352 -1.44248 -0.016 -0.005 0.059 -0.043
H 0.10151 3.43979 -1.62589 0.002 0.006 0.013 0.089
H -1.61704 3.36347 0.87734 0.006 0.004 -0.004 0.118
H 1.43637 -4.91386 1.54323 0.005 -0.002 0.001 0.114
```
Positions in Å, forces in eV/Å.



2.
Computed, not measured: a structure of composition C43H49N4P2Ti, with ωB97M-V/def2-TZVPD.

Its spin multiplicity is 3. The value obtained for the HOMO energy (spin up / spin down) is -8.3 / -10.2 eV. The energy above the lowest of the compared OMol25 structures with the same formula, charge and spin comes out at 6.5 kcal per mole. As for the charge: +1. The calculation puts the calculated total energy at -3419.02820 Eh. As for the expectation value of S²: 2.01.

Structure (XYZ):
```
99
Properties=species:S:1:pos:R:3:forces:R:3:lowdin_spin:R:1
C -1.94941 3.81924 1.92743 0.006 0.009 -0.046 0.000
H 5.15034 -1.37840 2.18591 0.041 0.008 0.002 0.000
C -2.46543 1.75972 3.04155 -0.012 -0.063 -0.013 0.000
H -1.73927 5.54585 3.17646 0.000 0.011 -0.003 0.000
N 0.50718 0.36939 1.96844 0.171 0.033 -0.366 0.020
H 0.65248 -4.47808 1.34562 0.000 0.019 -0.011 0.000
H -4.49807 2.22338 -3.96260 -0.006 -0.001 -0.014 0.000
C -0.63873 0.33190 -5.06643 0.017 0.019 0.057 0.022
C 3.18876 -2.28950 -2.46891 -0.028 0.087 -0.089 0.004
H 5.35446 1.71698 -0.79172 0.033 0.002 0.007 0.000
C -0.23173 -1.06686 -3.18728 -0.108 0.006 -0.032 0.025
H 2.83833 -5.61060 0.65319 -0.008 -0.007 0.002 0.000
Ti 0.46111 -0.11809 -0.25064 -0.344 -0.580 0.133 1.702
C 2.67977 1.67311 -1.37141 0.041 0.047 0.016 0.007
H -2.63013 1.48795 -2.54485 0.010 -0.012 0.022 0.000
H 3.20185 2.62999 -1.50615 -0.008 -0.029 -0.035 0.000
C 0.51462 2.35139 -2.08126 -0.011 0.087 0.041 0.006
H 2.73282 -5.29899 2.37962 -0.013 0.006 0.006 0.000
H -0.21014 2.41540 -4.70556 -0.010 0.004 -0.034 -0.001
C 0.33985 -4.62702 -2.79986 -0.038 0.024 -0.087 0.000
C -2.21953 2.44985 1.85946 0.015 0.042 -0.009 0.001
H 6.52218 0.26409 0.87218 0.009 -0.001 0.007 0.001
H 1.74287 3.43861 2.12568 0.017 -0.001 -0.020 0.000
C -3.83247 -0.45754 0.93251 -0.074 -0.015 -0.077 0.000
H -0.50454 -3.97735 -3.03208 0.012 -0.010 0.012 0.000
H 1.55117 -3.12277 1.93509 0.017 -0.016 -0.022 0.001
H -2.17339 4.29563 5.26818 0.002 0.007 0.007 0.000
H 3.77168 -2.83621 -0.47432 -0.054 0.002 -0.007 0.000
N 0.15508 -0.02896 -2.44067 0.074 0.312 0.006 0.020
C -0.22768 1.41259 -4.30033 -0.051 -0.097 0.017 -0.003
H -0.94784 0.47711 -6.09241 -0.003 0.000 -0.017 0.001
H 0.17506 3.19074 0.26355 0.032 -0.028 0.023 0.000
C -2.18091 3.78077 4.31653 0.003 0.029 0.032 0.000
H -4.54279 0.31142 1.22020 0.007 0.010 -0.019 0.000
H -3.56476 -3.80397 0.61194 -0.025 -0.007 0.011 0.000
C -5.60875 3.36708 -0.97973 -0.010 0.013 0.014 0.000
H -0.28588 -4.89125 -0.76255 0.018 0.015 -0.003 0.000
H -0.16817 -1.25938 4.82286 -0.002 0.005 0.032 0.000
C -0.64693 -0.93567 -4.49652 0.071 0.111 -0.003 -0.002
H -4.58124 3.15904 0.88691 0.005 0.000 0.012 0.000
C -2.44440 2.42197 4.26128 -0.015 -0.005 0.042 0.000
C -4.51555 2.43250 -2.90086 -0.031 0.007 -0.041 0.000
C 1.08881 1.47348 2.45067 -0.070 0.022 0.136 0.011
C 0.75578 0.69354 4.69975 0.022 0.037 -0.013 0.011
C 0.14661 1.19762 -2.98178 0.110 -0.099 -0.132 0.022
H 2.73476 -1.55674 1.69552 0.014 0.019 -0.010 0.002
H 1.06291 3.11235 -2.65190 -0.055 0.020 0.009 0.001
C 0.06054 -0.56783 2.81587 -0.043 0.070 0.063 0.018
C 2.78234 -4.81946 1.40173 0.068 -0.029 -0.030 0.000
H -0.42752 -1.41718 2.35108 -0.007 0.006 0.026 0.003
H 1.63354 2.58821 4.19875 0.002 0.002 0.029 0.000
C 1.75229 2.50667 1.55491 0.099 0.058 0.020 0.003
C -3.47280 2.27604 -0.72905 0.044 0.149 0.051 0.000
H -6.44580 3.89049 -0.53652 -0.011 0.004 -0.008 0.000
C 0.63372 -4.66337 -1.30685 0.025 -0.099 0.131 0.000
C 1.19453 1.67253 3.82688 -0.043 -0.079 -0.034 -0.001
H 1.32174 -5.48781 -1.09260 0.004 0.027 -0.001 0.000
H 0.07312 -5.62515 -3.14761 -0.003 -0.007 0.001 0.000
C -1.59293 -1.05198 0.07274 0.237 0.127 0.153 -0.002
H 2.81073 2.23767 1.48583 -0.007 0.003 -0.001 0.001
H -6.41535 3.42809 -2.96455 -0.008 0.004 -0.013 0.000
C -3.28742 -2.75645 0.58532 -0.045 0.013 0.018 0.000
C 1.57612 -3.91440 1.18294 -0.097 0.025 0.047 0.002
C -4.55613 2.95316 -0.17597 0.048 0.012 0.027 0.000
C 1.22147 2.90527 0.17422 -0.034 0.007 -0.016 0.005
H 2.77351 -1.29674 -2.27538 0.023 -0.021 0.009 0.003
P -2.06930 1.62373 0.24048 0.095 -0.490 -0.021 0.004
C -2.02875 -2.38598 0.13573 0.082 -0.053 -0.022 0.006
C -1.93612 4.48220 3.14263 0.007 0.027 0.034 0.000
H 2.65219 -2.69763 -3.32565 -0.012 -0.001 0.010 0.000
C 3.45668 0.79685 -0.43205 0.041 -0.057 0.067 0.016
H -5.17900 -2.07245 1.35964 -0.008 -0.003 -0.002 0.001
C 0.19113 -0.46451 4.18544 -0.043 0.062 -0.044 0.000
H -0.40723 2.80708 -1.71289 -0.005 -0.028 -0.020 0.001
H 3.71931 -4.26217 1.35710 0.000 0.010 -0.004 0.000
H 0.84914 0.83464 5.76795 0.006 0.006 0.025 0.001
C 4.70898 -0.75573 1.42112 -0.032 0.031 -0.036 -0.001
N 1.29804 1.90629 -0.91496 0.068 -0.134 -0.023 0.010
H -0.96180 -1.80718 -5.05156 -0.011 -0.001 -0.034 -0.001
H 4.23204 -2.17188 -2.76391 0.013 -0.008 -0.009 0.000
C -4.19775 -1.78832 1.00233 0.024 -0.098 0.000 0.008
H -0.21863 -2.02154 -2.68165 -0.026 0.030 -0.029 0.002
H -2.64388 1.87015 5.17094 -0.001 0.000 0.020 0.000
C -3.46140 2.02660 -2.10022 0.037 -0.038 -0.039 0.000
N 2.74038 -0.12813 0.21753 -0.060 0.150 -0.006 0.017
H -2.67725 0.69829 3.01179 0.010 0.003 -0.015 0.000
H 1.78681 3.79769 -0.13106 -0.040 0.008 0.008 0.001
C 3.06817 -3.17998 -1.23577 0.068 -0.110 0.092 0.001
H -1.35564 -3.17869 -0.17854 -0.039 -0.006 0.020 0.000
H 3.35715 -4.20770 -1.47221 -0.004 0.006 0.007 0.000
H -1.76307 4.37990 1.01628 -0.017 -0.008 -0.017 0.000
H 2.63087 1.18754 -2.35043 0.009 -0.025 0.024 0.001
C 4.81954 0.95896 -0.23587 -0.089 -0.035 0.024 -0.001
H 1.19761 -4.30108 -3.38788 0.016 0.006 0.002 0.000
P 1.36881 -3.15942 -0.50223 -0.034 0.230 -0.112 0.006
C -5.59167 3.10707 -2.34138 -0.018 0.008 -0.005 0.000
C 5.46027 0.15836 0.69648 0.000 -0.009 0.011 0.017
C -2.55976 -0.11392 0.47203 -0.096 0.176 0.099 0.008
C 3.35764 -0.86206 1.14835 0.040 0.036 -0.024 0.018
```
Positions in Å, forces in eV/Å.



Number 1 is which compound?
C43H49N2O5PSSbSr